one) DFT (ωB97M-V/def2-TZVPD) results for a 2-piece molecular cluster, FNO4S overall.

Computed properties:
Highest occupied orbital energy ... -12.4 eV
HOMO-LUMO gap ... 11.07 eV

Last column: Löwdin charge in e.
Atoms and positions in Å:
N1 -1.5959 0.1446 0.0620  -0.3961
O1 -1.5014 0.7709 -0.8845  0.2132
O2 -1.5735 0.2459 1.2009  0.2032
O3 1.2569 -0.0442 0.2381  -0.4346
O4 3.6196 0.2257 0.2235  -0.4092
F1 -1.6807 -1.3534 -0.2396  -0.0669
S1 2.5187 -0.5080 -0.2522  0.8905

two) DFT (ωB97M-V/def2-TZVPD) results for one molecule with the formula FNO4S.

Computed properties:
Highest occupied orbital energy ... -11.6 eV
HOMO-LUMO gap ... 10.51 eV

Last column: Löwdin charge in e.
Atoms and positions in Å:
N1 0.3940 0.6021 -0.8564  -0.5431
O1 -0.7581 0.1603 -0.3045  -0.2135
O2 0.6798 1.7270 -0.6372  0.1492
O3 0.9864 -0.1583 -1.5361  0.1118
O4 -1.7160 -1.3141 1.7050  -0.3238
F1 0.7168 -0.7227 1.3662  -0.3041
S1 -0.7212 -1.3596 0.7216  1.1235

Structures ranked by computed energy, the most stable listed first: one), two).

one) DFT (ωB97M-V/def2-TZVPD) results for C6H13O2 as an isolated structure.

Computed properties:
Highest occupied orbital energy ... -2.7 eV
Charge ... -1
HOMO-LUMO gap ... 5.80 eV

Last column: Löwdin charge in e.
Atoms and positions in Å:
C1 1.5699 0.5877 2.5129  -0.5827
O1 2.3885 1.6274 2.7402  -0.3569
C2 1.5499 0.3536 0.9706  -0.2164
C3 0.7186 -0.8477 0.4617  -0.1767
C4 -0.6087 -0.3649 -0.0547  -0.1229
C5 -0.5798 0.4905 -1.1436  -0.1607
C6 -1.9089 0.8816 -1.7675  -0.0717
H1 1.6494 -0.3901 3.0629  0.0750
H2 0.5285 0.8812 2.8375  0.0741
H3 2.6188 0.2457 0.7772  0.0968
H4 1.2525 1.3530 0.6551  0.0917
H5 0.5334 -1.4624 1.3474  0.1012
H6 1.2094 -1.4582 -0.2939  0.1115
H7 -1.4438 -0.0924 0.5863  0.1489
H8 0.3709 0.9381 -1.4007  0.1350
H9 -2.3754 -0.0554 -2.0777  0.0592
H10 -2.4910 1.3865 -0.9948  0.0802
H11 -1.7080 1.5490 -2.5982  0.0711
H12 -1.1087 -2.8188 -2.0388  -0.0836
H13 -0.7510 -0.8735 -1.3470  0.1375
O2 -1.4146 -1.9307 -2.2350  -0.4106

two) DFT (ωB97M-V/def2-TZVPD) results for a 2-piece molecular cluster, C6H13O2 overall.

Computed properties:
Highest occupied orbital energy ... -4.0 eV
Charge ... -1
HOMO-LUMO gap ... 7.94 eV

Last column: Löwdin charge in e.
Atoms and positions in Å:
C1 0.3352 2.0653 -0.3828  -0.2642
C2 1.0505 1.1434 -1.4943  -0.1127
C3 0.8416 1.6414 1.0239  -0.1432
H1 0.6969 3.1666 -0.6911  0.1031
H2 -0.7498 2.2354 -0.5114  0.0755
H3 1.8380 1.6835 -2.0318  0.0519
H4 -0.0064 1.4316 1.6303  0.0418
H5 1.4594 0.7822 1.2129  0.0188
H6 0.3910 0.8311 -2.2531  0.0272
H7 1.4390 0.2527 -1.0707  0.0339
H8 1.5547 2.4186 1.5418  0.0875
C4 -0.5206 -2.3444 0.0161  -0.1635
C5 -1.8532 -1.6190 -0.2330  -0.1469
C6 0.0679 -1.5418 1.2816  -0.7272
O1 1.2348 -1.1262 1.3667  -0.0980
O2 -0.8523 -1.2850 2.1080  -0.1140
H9 -0.6676 -3.4122 0.2930  0.0883
H10 0.3244 -2.2020 -0.7470  0.0998
H11 -1.6642 -0.5900 -0.5671  0.0607
H12 -2.4148 -1.6941 0.6230  0.0230
H13 -2.5047 -1.8373 -1.1151  0.0582

Structures ranked by computed energy, the most stable listed first: two), one).

one) DFT (ωB97M-V/def2-TZVPD) results for one molecule with the formula C24H29N3O4S.

Computed properties:
Highest occupied orbital energy ... -7.9 eV
HOMO-LUMO gap ... 8.39 eV

Last column: Löwdin charge in e.
Atoms and positions in Å:
C1 3.3926 2.4092 0.3084  0.0109
C2 2.3559 1.5386 -0.3611  -0.4582
O1 2.5581 0.3562 -0.5508  0.0465
N1 1.1919 2.1455 -0.7479  0.0149
C3 0.7712 3.4581 -0.2951  -0.1286
C4 -0.3890 3.2825 0.6814  -0.1481
C5 -1.5817 2.7164 -0.0811  -0.1302
C6 -1.1683 1.6771 -1.0889  -0.1484
C7 -2.1538 0.9655 -1.7604  -0.0157
C8 -1.8282 0.0377 -2.7265  -0.2722
S1 -3.1789 -0.7941 -3.5788  0.6990
O2 -4.4046 -0.2886 -3.0086  -0.3223
O3 -2.9983 -0.6502 -4.9977  -0.3056
C9 -3.0732 -2.5603 -3.1296  -0.1980
C10 -2.7334 -2.6404 -1.6538  -0.1255
C11 -1.2143 -2.7349 -1.4906  -0.4698
O4 -0.5454 -3.2709 -2.3574  0.0443
N2 -0.6507 -2.2551 -0.3640  -0.0250
C12 -1.2976 -1.5407 0.7126  -0.1068
C13 -0.7984 -2.0947 2.0587  -0.1374
N3 0.6370 -2.0043 2.1715  -0.0910
C14 1.2413 -0.8306 2.6003  -0.2182
C15 2.6330 -0.7669 2.7490  -0.0203
C16 3.2504 0.3554 3.2573  -0.0927
C17 2.5083 1.4570 3.6523  -0.1248
C18 1.1329 1.4088 3.5239  -0.1109
C19 0.5071 0.2927 2.9980  -0.0401
C20 1.2382 -2.8002 1.1193  -0.1205
C21 0.8008 -2.2837 -0.2530  -0.0920
C22 -0.5087 -0.1974 -3.0632  -0.0373
C23 0.4864 0.4930 -2.3976  0.0210
C24 0.1720 1.4215 -1.4030  -0.1322
H1 3.6229 3.2861 -0.2917  0.0873
H2 3.0558 2.7132 1.2973  0.0694
H3 4.2915 1.8098 0.4252  0.0903
H4 0.4423 4.0367 -1.1653  0.1409
H5 1.5979 3.9809 0.1769  0.1101
H6 -0.0754 2.5924 1.4670  0.0892
H7 -0.6479 4.2357 1.1427  0.1175
H8 -2.0892 3.5228 -0.6194  0.1274
H9 -2.3112 2.2875 0.6093  0.1212
H10 -3.1980 1.1386 -1.5471  0.1228
H11 -2.3029 -3.0243 -3.7406  0.1007
H12 -4.0501 -2.9709 -3.3668  0.1093
H13 -3.1663 -3.5402 -1.2078  0.1359
H14 -3.1591 -1.7679 -1.1601  0.0921
H15 -1.0369 -0.4769 0.6397  0.1168
H16 -2.3790 -1.6474 0.6608  0.1219
H17 -1.0643 -3.1557 2.1217  0.1301
H18 -1.2818 -1.5807 2.8889  0.1172
H19 3.2458 -1.6122 2.4821  0.1049
H20 4.3260 0.3668 3.3573  0.1069
H21 2.9927 2.3304 4.0632  0.1000
H22 0.5319 2.2517 3.8382  0.1042
H23 -0.5683 0.3130 2.9092  0.0965
H24 2.3227 -2.7646 1.1717  0.1109
H25 0.9161 -3.8379 1.2562  0.1299
H26 1.1780 -2.9285 -1.0466  0.1299
H27 1.2022 -1.2753 -0.3958  0.0997
H28 -0.2669 -0.9038 -3.8399  0.1276
H29 1.5190 0.3186 -2.6498  0.1240

two) DFT (ωB97M-V/def2-TZVPD) results for one molecule with the formula C24H29N3O4S.

Computed properties:
Highest occupied orbital energy ... -8.5 eV
HOMO-LUMO gap ... 9.12 eV

Last column: Löwdin charge in e.
Atoms and positions in Å:
C1 2.6241 1.5065 2.2927  -0.0814
O1 1.6185 0.6361 2.7664  -0.0918
C2 0.3202 1.0103 2.6665  -0.2762
C3 -0.6094 0.0905 3.1582  -0.0161
C4 -1.9548 0.3905 3.1585  -0.0722
C5 -2.3998 1.6110 2.6778  -0.0592
C6 -1.4881 2.5265 2.1717  -0.2096
C7 -1.9986 3.8299 1.6044  -0.1088
N1 -2.5633 3.6227 0.2805  0.0935
C8 -3.8615 3.3147 0.1030  -0.4880
O2 -4.7135 3.4379 0.9554  0.0618
C9 -4.2466 2.8126 -1.3036  -0.0297
N2 -3.1430 2.4445 -2.1391  -0.0718
C10 -2.7952 3.0319 -3.3257  -0.0554
C11 -1.6233 2.5167 -3.7889  -0.0125
C12 -1.1885 1.5587 -2.8322  -0.1536
C13 -0.0445 0.7739 -2.6877  0.0108
C14 0.0719 0.0083 -1.5526  -0.2621
S1 1.6369 -0.7983 -1.2490  0.6864
O3 2.1683 -1.2655 -2.5018  -0.2810
O4 2.4438 0.1311 -0.5047  -0.2827
N3 1.1916 -2.0472 -0.2291  -0.2453
C15 2.0758 -2.3190 0.8845  -0.1914
C16 3.2852 -3.1440 0.4515  -0.1430
C17 2.8270 -4.4472 -0.2077  -0.3866
C18 4.0199 -5.2784 -0.6697  -0.0715
C19 1.9082 -4.1113 -1.3847  -0.1528
C20 0.7435 -3.2329 -0.9272  -0.1932
C21 -0.9161 -0.0419 -0.5697  -0.0497
C22 -2.0653 0.7058 -0.6957  0.0119
C23 -2.1785 1.5295 -1.8138  -0.1881
C24 -0.1331 2.2210 2.1501  0.0287
H1 3.5662 1.0502 2.5925  0.0978
H2 2.5433 2.4976 2.7493  0.0937
H3 2.5953 1.5791 1.2025  0.0714
H4 -0.2425 -0.8468 3.5457  0.1162
H5 -2.6633 -0.3259 3.5468  0.1066
H6 -3.4503 1.8577 2.6934  0.1102
H7 -1.1975 4.5678 1.5261  0.1246
H8 -2.8019 4.2241 2.2313  0.1282
H9 -1.9004 3.4001 -0.4463  0.1370
H10 -4.9194 1.9603 -1.1502  0.1416
H11 -4.8218 3.6020 -1.7947  0.1386
H12 -3.4239 3.7865 -3.7586  0.1222
H13 -1.1176 2.7864 -4.6934  0.1042
H14 0.7462 0.7685 -3.4203  0.1245
H15 2.3806 -1.3539 1.2876  0.0989
H16 1.4962 -2.8554 1.6441  0.1328
H17 3.8642 -2.5573 -0.2652  0.1244
H18 3.9156 -3.3556 1.3172  0.1211
H19 2.2566 -5.0273 0.5293  0.1415
H20 4.6658 -5.5211 0.1712  0.0755
H21 4.6022 -4.7254 -1.4030  0.0827
H22 3.6852 -6.2072 -1.1265  0.0757
H23 2.4716 -3.5630 -2.1410  0.1065
H24 1.5176 -5.0255 -1.8358  0.1211
H25 0.1585 -2.8959 -1.7855  0.1214
H26 0.0865 -3.7894 -0.2489  0.1314
H27 -0.7548 -0.6669 0.2926  0.1047
H28 -2.8316 0.6746 0.0628  0.1138
H29 0.5619 2.9369 1.7390  0.1123

Structures ranked by computed energy, the most stable listed first: one), two).